ORCA calculation (ωB97M-V/def2-TZVPD) on a 13-piece molecular cluster, C42H117N7O20 overall in a non-equilibrium geometry.

Positions of all 186 atoms, in Å:
C (11.90992, 10.02133, -6.20039)
O (12.29050, 8.85214, -6.85399)
C (13.23640, 8.06939, -6.16783)
C (12.64441, 7.45057, -4.91370)
N (11.52846, 6.50571, -4.82636)
C (10.27435, 6.97131, -5.29530)
C (9.35305, 5.72444, -5.28526)
O (9.47398, 5.10407, -6.56836)
C (8.54984, 4.16280, -7.00776)
H (12.68692, 10.52879, -5.62866)
H (11.07558, 9.78642, -5.53948)
H (11.33994, 10.68399, -6.85160)
H (14.07128, 8.76923, -6.13190)
H (13.42218, 7.31660, -6.93391)
H (12.60428, 8.27587, -4.20280)
H (13.44187, 6.83367, -4.49949)
H (11.70425, 5.66466, -5.35725)
H (10.36522, 7.52137, -6.23193)
H (9.93322, 7.63977, -4.50478)
H (8.32995, 6.09875, -5.24979)
H (9.65508, 5.01531, -4.51454)
H (8.71133, 3.35226, -6.29711)
H (8.77642, 3.67639, -7.95653)
H (7.54460, 4.58387, -6.99062)
C (1.43217, 2.96631, 5.69330)
O (0.03656, 2.65279, 5.60730)
C (-0.53768, 2.86301, 4.34291)
C (-1.98301, 2.54475, 4.32201)
N (-2.14604, 1.11545, 4.58904)
C (-3.55332, 0.66124, 4.58248)
C (-4.44318, 1.01769, 5.84397)
O (-5.77971, 0.83814, 5.29018)
C (-6.92434, 1.13720, 6.14269)
H (2.11004, 2.68440, 4.88763)
H (1.95860, 2.70724, 6.61191)
H (1.44032, 4.05418, 5.76096)
H (0.01370, 2.32004, 3.57528)
H (-0.37873, 3.89867, 4.04250)
H (-2.44025, 2.96876, 3.42800)
H (-2.40808, 3.15945, 5.11545)
H (-1.71832, 0.87165, 5.47092)
H (-3.42193, -0.41054, 4.43376)
H (-4.09286, 1.19029, 3.79692)
H (-4.43355, 2.04436, 6.20995)
H (-4.18813, 0.40587, 6.70926)
H (-7.71007, 0.93884, 5.41374)
H (-6.97128, 2.11504, 6.62199)
H (-7.03340, 0.40131, 6.93936)
C (0.88665, -0.46450, -3.97424)
O (0.01165, -0.52309, -2.88458)
C (-0.12923, -1.72700, -2.34277)
C (-0.65924, -1.69529, -0.89791)
N (-0.76512, -3.05205, -0.20864)
C (-1.65119, -3.98441, -0.84942)
C (-1.95371, -5.15102, 0.11570)
O (-2.66967, -4.65753, 1.27452)
C (-3.30752, -5.78336, 1.96031)
H (0.59837, -1.21474, -4.71053)
H (1.95497, -0.46034, -3.75792)
H (0.62234, 0.52265, -4.35341)
H (0.82509, -2.22889, -2.18318)
H (-0.64116, -2.30938, -3.10885)
H (-1.63550, -1.21054, -0.90309)
H (0.03764, -1.10979, -0.29818)
H (-1.05750, -2.83267, 0.73289)
H (-1.07262, -4.52267, -1.60017)
H (-2.58297, -3.58029, -1.24514)
H (-1.03333, -5.69430, 0.32980)
H (-2.53299, -5.85809, -0.47807)
H (-4.02748, -5.58399, 2.75405)
H (-2.46594, -6.41377, 2.24742)
H (-3.82019, -6.25466, 1.12178)
C (-0.87362, 0.02140, 13.86011)
O (-2.06736, -0.11555, 13.17365)
C (-2.03320, -0.99146, 12.09225)
C (-1.18411, -0.67228, 10.84352)
N (-1.38326, -1.81171, 9.97908)
C (-0.18425, -2.21961, 9.22630)
C (-0.39902, -3.57276, 8.58077)
O (-0.49794, -4.60149, 9.61396)
C (-0.47259, -5.94194, 9.09182)
H (-0.56828, -0.94537, 14.26037)
H (-0.73950, 0.74971, 14.65991)
H (-0.02643, 0.28079, 13.22522)
H (-3.04960, -1.15671, 11.73488)
H (-1.65142, -1.93234, 12.48858)
H (-0.15960, -0.61724, 11.21152)
H (-1.55463, 0.20683, 10.31628)
H (-1.81641, -2.60411, 10.43140)
H (0.62525, -2.29625, 9.95221)
H (-0.06207, -1.44811, 8.46606)
H (0.50967, -3.67942, 7.98831)
H (-1.22531, -3.63305, 7.87245)
H (0.32264, -6.06838, 8.35716)
H (-1.42806, -6.15830, 8.61394)
H (-0.29662, -6.59725, 9.94487)
C (9.00770, -2.40539, -11.17575)
O (8.26072, -3.28819, -10.39818)
C (9.02809, -4.14660, -9.62553)
C (8.13482, -4.92515, -8.64445)
N (7.90853, -4.20704, -7.36104)
C (6.83942, -4.73333, -6.47285)
C (5.42744, -4.40329, -6.83631)
O (5.07880, -4.93052, -8.10753)
C (4.77451, -6.29077, -8.12249)
H (8.38218, -1.75029, -11.78212)
H (9.76407, -2.88507, -11.79697)
H (9.48500, -1.74500, -10.45176)
H (9.61227, -3.58710, -8.89492)
H (9.64902, -4.76010, -10.27834)
H (8.29626, -6.00214, -8.59832)
H (7.16397, -5.15039, -9.08583)
H (7.70928, -3.26834, -7.67606)
H (6.95497, -4.33890, -5.46331)
H (6.94374, -5.81782, -6.50586)
H (5.31962, -3.31883, -6.81518)
H (4.82328, -4.71988, -5.98610)
H (4.16928, -6.48824, -9.00724)
H (3.99289, -6.53400, -7.40275)
H (5.74095, -6.78556, -8.02622)
C (4.18643, 9.97545, -3.66143)
O (4.51147, 9.69364, -2.32498)
C (3.43684, 9.23139, -1.44536)
C (3.28881, 7.71978, -1.34957)
N (2.87086, 7.12470, -2.64447)
C (1.47566, 7.22025, -3.02584)
C (0.46888, 6.61649, -1.97959)
O (-0.77712, 6.50997, -2.61313)
C (-1.72022, 5.94838, -1.76330)
H (3.76398, 10.97544, -3.75971)
H (3.45190, 9.35200, -4.17122)
H (5.08134, 9.99214, -4.28350)
H (2.55244, 9.81892, -1.69182)
H (3.73137, 9.59981, -0.46269)
H (2.66388, 7.45729, -0.49595)
H (4.29591, 7.34436, -1.16812)
H (3.43432, 7.52882, -3.37884)
H (1.30897, 6.75349, -3.99664)
H (1.29870, 8.28225, -3.19605)
H (0.53797, 7.19987, -1.06144)
H (0.81189, 5.62599, -1.68066)
H (-1.38130, 4.96650, -1.43290)
H (-2.58192, 5.85422, -2.42415)
H (-1.98908, 6.44692, -0.83204)
C (-10.12816, -2.77915, 0.94723)
O (-10.79160, -3.91407, 1.28585)
C (-10.93619, -4.07061, 2.68309)
C (-11.95735, -5.09456, 3.29433)
N (-13.40033, -4.87586, 3.05585)
C (-13.86857, -3.68900, 3.83299)
C (-15.44210, -3.83181, 4.01960)
O (-15.93234, -2.98608, 5.02710)
C (-17.20193, -2.50590, 4.77490)
H (-10.71529, -1.90071, 1.21505)
H (-10.12795, -2.72673, -0.14150)
H (-9.09015, -2.66082, 1.25808)
H (-11.20780, -3.12426, 3.15078)
H (-9.95006, -4.45858, 2.93829)
H (-11.74518, -5.07510, 4.36331)
H (-11.57684, -6.06455, 2.97429)
H (-13.51753, -4.71007, 2.06646)
H (-13.63967, -2.83612, 3.19401)
H (-13.39016, -3.64599, 4.81144)
H (-15.70475, -4.80121, 4.44313)
H (-15.94822, -3.72328, 3.06035)
H (-17.97510, -3.16441, 4.37907)
H (-17.20760, -1.54354, 4.26311)
H (-17.52017, -2.32699, 5.80195)
O (-7.31685, -9.72806, 7.97316)
H (-7.19867, -10.67399, 8.05959)
H (-7.69015, -9.61167, 7.09947)
O (-2.71455, 2.90462, -6.09002)
H (-2.03609, 3.55609, -6.26755)
H (-2.56078, 2.63894, -5.18338)
O (-2.80437, -1.35677, -7.77637)
H (-3.70148, -1.67969, -7.69176)
H (-2.83964, -0.46012, -7.44317)
O (1.21940, -2.66865, -10.46955)
H (1.84207, -3.37009, -10.27852)
H (0.84482, -2.44188, -9.61838)
O (3.92059, -3.59679, -0.22900)
H (3.59276, -3.49317, 0.66433)
H (3.16640, -3.40236, -0.78546)
O (-8.72317, -10.63069, 4.24784)
H (-8.17305, -11.27438, 3.80146)
H (-9.50715, -11.11861, 4.49990)

Forces on the atoms, in the same order (eV/Å):
-1.748 -0.117 0.490
-0.798 0.837 -1.221
-1.516 -0.384 -1.805
2.086 -0.644 1.389
1.482 0.492 -0.664
-1.045 -0.480 1.109
-0.628 0.986 -2.209
1.821 1.208 -1.234
0.148 -0.793 1.734
0.250 0.059 -0.215
0.144 -0.170 0.936
0.879 0.202 -0.698
0.746 -0.669 1.206
0.555 -0.339 0.251
-0.868 -0.123 0.375
0.529 0.168 0.108
0.755 -0.126 -0.074
-0.626 -0.302 -0.281
-0.503 0.355 -0.142
-0.323 -0.318 0.735
-0.305 0.191 0.356
-1.104 -0.622 0.202
0.325 0.877 -0.299
-0.261 -0.289 -0.045
-0.353 1.758 0.162
0.795 -1.276 0.765
1.567 0.900 -1.004
0.120 -0.111 1.611
-1.247 0.538 -0.827
0.739 1.103 1.336
-0.756 -0.281 -1.360
0.138 0.229 1.602
0.786 -1.365 -1.048
-0.581 -0.435 -0.482
-0.868 -0.842 0.253
0.396 0.402 -0.380
0.001 -0.585 -0.063
-0.150 0.556 0.116
-0.003 -0.849 -0.419
-0.356 0.159 0.390
0.235 0.179 0.049
-1.052 -0.036 -0.007
0.232 -0.559 -0.449
0.699 0.337 -0.341
-0.381 -0.515 0.033
-0.446 0.536 0.447
0.306 0.326 -0.489
0.190 -0.191 0.109
-1.023 1.204 -0.526
0.554 3.118 0.299
0.532 -3.274 1.497
-0.864 -1.051 -0.037
0.802 2.120 -1.010
0.479 -1.470 1.235
-0.737 1.173 -0.221
-0.012 -0.580 0.006
1.133 0.160 -2.097
0.285 -0.196 -0.183
0.017 -0.422 0.394
0.473 -0.041 -0.621
0.665 -0.233 -0.363
-0.739 -0.878 0.520
-0.209 0.240 0.140
-0.065 0.130 -0.126
-0.241 -0.252 0.090
-0.219 0.352 -0.702
-0.099 0.187 -0.123
0.230 0.217 0.660
-0.604 -0.153 0.204
0.502 0.701 -0.054
-0.372 -0.377 0.589
-0.456 -0.650 0.419
2.119 -0.891 -0.189
-1.013 1.812 0.191
0.194 -0.451 -0.269
-0.871 -0.669 0.995
0.120 -0.270 -0.927
-2.196 -0.165 0.928
0.858 -0.534 0.563
0.293 0.596 -1.109
-0.147 1.024 0.283
-0.062 -0.335 0.381
-1.403 0.157 0.018
0.007 0.144 -0.607
-0.174 0.137 0.334
0.066 -0.520 -0.154
0.361 0.459 -0.457
0.454 0.410 0.327
0.245 -0.048 0.229
0.665 0.072 -0.395
0.649 -0.146 -0.085
0.242 -0.718 -0.139
-0.374 0.172 0.232
0.160 0.008 -0.020
-0.087 -0.224 -0.013
-0.115 -0.009 -0.139
0.411 0.877 0.781
-1.528 -0.131 -0.711
-0.331 -0.570 1.663
-1.967 -0.937 -0.743
0.443 -0.524 -0.330
0.994 0.111 -0.946
0.306 0.209 -0.210
-0.966 1.614 0.361
-0.636 0.361 -0.025
-0.321 -0.468 -0.039
0.033 -0.202 -0.086
0.669 0.345 -0.204
0.920 0.382 -0.359
0.165 -0.279 0.218
1.689 -0.037 1.067
-0.478 1.160 -0.805
-0.293 0.341 0.370
0.504 -0.250 0.147
0.213 -0.079 0.515
-0.141 0.148 -0.668
-0.633 -0.590 -0.197
0.944 -0.147 -0.703
0.554 -0.250 1.007
-0.571 -1.083 -0.101
-0.327 0.872 -0.491
-0.427 -1.245 0.470
0.789 1.260 0.086
0.342 0.591 -1.826
0.196 -1.235 0.958
-0.416 0.460 0.675
1.967 0.241 -1.413
0.693 1.146 0.749
-0.875 -1.037 -0.511
-0.106 0.358 0.194
-0.030 -0.559 0.328
0.206 -0.259 0.300
-0.440 -0.393 -0.211
0.147 0.028 0.108
-0.166 -0.146 -0.250
-0.013 -0.123 0.234
0.136 -0.186 0.130
0.117 -0.325 0.122
-0.987 0.309 0.113
-0.803 0.431 0.078
0.199 -0.371 -0.127
-0.033 -0.439 -0.117
-0.361 -0.233 0.537
0.190 0.838 -0.147
-0.059 1.736 -1.579
-1.773 -1.908 0.277
-0.025 -0.496 0.791
0.704 0.233 -1.434
1.179 -0.058 1.173
-1.811 -1.061 -1.262
1.526 -0.694 0.524
0.895 0.363 -0.902
-0.996 1.072 1.936
0.143 0.378 0.520
0.200 -0.202 -0.156
0.104 -0.311 0.523
0.554 0.446 -0.027
0.152 0.378 1.109
-0.167 0.166 0.075
-0.707 -0.373 -0.239
-0.162 0.059 -0.101
-0.129 0.677 0.673
0.023 0.047 -0.158
0.566 -0.688 -0.734
-0.054 0.268 -0.080
0.462 -0.521 -0.484
0.052 -0.025 -0.401
-0.671 0.512 -0.044
0.063 0.152 0.201
0.041 -0.218 0.047
-0.117 0.054 -0.314
-0.170 -0.153 -0.160
0.162 0.190 -0.089
0.014 -0.080 0.261
0.212 -0.160 -0.047
-0.211 -0.111 -0.010
0.026 0.313 0.072
-0.043 0.079 -0.210
0.210 -0.170 0.014
-0.167 0.096 0.200
0.269 -0.049 -0.089
-0.085 0.012 0.230
-0.234 0.032 -0.141
0.088 0.232 0.144
0.180 -0.131 -0.142
-0.253 -0.086 0.062

Energy relative to the best compared isomer or geometry (same formula, charge and spin), kJ/mol: 959.7
DFT total energy, eV: -96815.153
HOMO-LUMO gap, eV: 8.6